The following is a quantum chemistry calculation of one molecule with the formula C6H11N3 at a distorted geometry, from OMol25.

Values from the calculation:
Orbital gap (spin up / spin down)   8.91 / 8.91 eV
DFT total energy   -10864.97164 eV
Max |F|   0.092 Eh/bohr
LUMO (spin up / spin down)   0.976 / 0.976 eV

Each line ends with the Mulliken charge.
Atoms and positions in Å:
N (-0.293, -0.481, -1.027)  0.265
N (-1.542, 0.851, 0.425)  -0.933
N (0.286, -0.899, 0.066)  -0.453
C (-0.294, -0.810, -2.310)  -0.263
C (-0.365, 0.949, 0.996)  1.272
C (0.349, 1.597, -0.179)  -0.656
C (0.838, -2.225, 0.026)  -0.941
C (-0.909, 0.908, -0.811)  0.091
C (-0.128, 1.214, 2.423)  -1.442
H (0.956, -2.658, 1.150)  0.257
H (-0.897, -0.198, -3.075)  0.146
H (1.910, -2.268, -0.516)  0.242
H (-0.377, 0.244, 2.985)  0.285
H (1.253, 1.078, -0.442)  0.234
H (-0.795, 1.903, 2.791)  0.420
H (0.865, 1.473, 2.603)  0.346
H (0.466, 2.712, -0.188)  0.314
H (-1.346, 1.277, -1.791)  0.325
H (0.065, -2.808, -0.529)  0.311
H (-0.042, -1.860, -2.598)  0.179